# 1
ORCA calculation (the ωB97M-V functional and the def2-TZVPD basis) on a molecular structure, C12H26As2N3O3PPdS.

Output
Frontier orbital gap: 8.8 eV
HOMO: -14.578 eV
Total charge: +2

Each line ends with the natural charge from an NBO analysis.
Cartesian coordinates (Å):
Pd1 -0.7081 0.2129 0.0178  0.43
C1 2.9062 -0.6119 -0.0010  -0.94
As1 1.4781 0.3002 0.9195  1.15
C2 1.5361 -0.4219 2.7066  -0.94
C3 1.9869 2.1492 1.0969  -0.27
C4 3.2790 2.5400 1.4292  -0.22
C5 3.5648 3.8856 1.6121  -0.17
C6 2.5631 4.8377 1.4750  -0.17
C7 1.2723 4.4514 1.1428  -0.19
C8 0.9858 3.1054 0.9472  -0.41
As2 -0.7767 2.5100 0.4234  1.28
C9 -2.0164 3.0901 1.7747  -0.95
C10 -1.2533 3.5050 -1.1497  -0.95
H1 3.7924 -0.6556 0.6298  0.25
H2 3.1345 -0.0840 -0.9247  0.26
H3 2.5733 -1.6234 -0.2235  0.24
H4 2.5383 -0.3071 3.1167  0.25
H5 1.2672 -1.4763 2.6672  0.25
H6 0.8226 0.1087 3.3332  0.26
H7 4.0672 1.8063 1.5495  0.22
H8 4.5703 4.1927 1.8659  0.24
H9 2.7894 5.8848 1.6231  0.24
H10 0.5022 5.2056 1.0320  0.23
H11 -2.0358 4.1796 1.7807  0.25
H12 -1.7032 2.7249 2.7500  0.26
H13 -3.0042 2.7092 1.5289  0.26
H14 -1.2059 4.5705 -0.9295  0.25
H15 -2.2687 3.2235 -1.4220  0.27
H16 -0.5698 3.2655 -1.9605  0.26
O1 -3.9810 -1.6452 0.5264  -1.00
S1 -3.9491 -0.1714 0.3337  1.43
N1 -2.7381 0.4324 -0.2567  -1.11
N2 -3.5566 -3.4407 -1.3524  -0.70
C11 -2.4558 -2.7414 -2.0798  -0.61
P1 -0.9009 -3.0899 -1.1494  2.16
O2 -1.1618 -4.3922 -0.4512  -1.14
O3 -0.4049 -1.8810 -0.4207  -1.15
C12 0.3862 -3.6064 -2.4017  -0.61
N3 0.9346 -4.9051 -1.8731  -0.69
H17 -3.7727 -2.8667 -0.4836  0.49
H18 -3.2438 -4.3713 -1.0581  0.46
H19 -4.4084 -3.5070 -1.9078  0.44
H20 -2.6797 -1.6764 -2.1028  0.27
H21 -2.3970 -3.1248 -3.0970  0.24
H22 1.1872 -2.8817 -2.5166  0.25
H23 -0.0537 -3.8036 -3.3768  0.25
H24 0.1862 -5.2506 -1.2149  0.49
H25 1.7835 -4.7700 -1.3251  0.44
H26 1.1383 -5.5858 -2.6038  0.45


# 2
ORCA calculation (the ωB97M-V functional and the def2-TZVPD basis) on a molecular structure, C11H17N2Re in a non-equilibrium geometry.

Output
2S+1: 4
Frontier orbital gap (spin up / spin down): 6.5 / 6.7 eV
HOMO (spin up / spin down): -10.517 / -10.665 eV
Total charge: +1

Each line ends with the Mulliken spin population.
Cartesian coordinates (Å):
C1 2.5122 1.1120 -1.5556  -0.01
Re1 -1.1384 -0.3878 -2.2588  2.96
N1 -1.1868 -2.2991 -1.6638  0.04
N2 0.3329 -0.2463 -4.0084  0.02
H1 -2.1721 -2.2143 -1.3730  0.00
H2 2.4424 0.0475 -1.5530  0.00
H3 2.8453 1.2987 -0.4891  0.00
H4 1.2974 1.2507 -1.7529  0.01
H5 3.2287 1.2424 -2.4255  0.00
H6 -0.2940 -0.0292 -4.7557  0.00
H7 0.8387 -1.0721 -4.4028  0.01
H8 1.0812 0.4699 -4.1390  0.01
H9 -1.1796 -2.9540 -2.4456  0.00
H10 -0.7002 -2.7628 -0.8877  0.02
C2 1.0161 -0.1477 3.8461  0.01
C3 1.6635 -0.7022 2.7333  0.00
C4 1.1286 -0.6546 1.4706  0.00
C5 -0.0983 0.0106 1.2093  0.06
C6 -0.7271 0.1272 -0.0833  -0.16
C7 -1.9052 0.8369 -0.2103  -0.01
C8 -2.5515 1.4430 0.9319  0.02
C9 -2.0083 1.3293 2.2053  0.03
C10 -0.7867 0.6158 2.3499  0.00
C11 -0.2180 0.5077 3.6406  0.00
H11 1.4627 -0.2200 4.8536  0.00
H12 2.6218 -1.2033 2.8738  0.00
H13 1.6102 -1.1142 0.6140  0.00
H14 -2.4426 1.0125 -1.1873  -0.02
H15 -3.4814 1.9982 0.8424  0.00
H16 -2.4752 1.7645 3.1144  0.00
H17 -0.7162 0.9407 4.5068  0.00


# 3
ORCA calculation (the ωB97M-V functional and the def2-TZVPD basis) on 2 unconnected molecules or ions with the total composition C5H7NO.

Output
Frontier orbital gap: 9.8 eV
Structure (SMILES): C=NC=O.C=C=C
HOMO: -9.878 eV
Total charge: 0

Each line ends with the natural charge from an NBO analysis.
Cartesian coordinates (Å):
C1 -1.5738 -0.8243 0.8113  0.04
N1 -1.6669 0.2662 0.1631  -0.51
C2 -1.4968 0.1426 -1.2470  0.53
O1 -0.9216 -0.7572 -1.8084  -0.54
H1 -1.4127 -1.7899 0.3205  0.17
H2 -1.6643 -0.8068 1.8981  0.18
H3 -1.9377 0.9952 -1.7885  0.12
C3 1.8174 -0.8762 0.2568  -0.52
C4 1.5503 0.4024 0.2434  0.11
C5 1.2431 1.6709 0.2190  -0.52
H4 2.3091 -1.3433 1.1068  0.22
H5 1.5453 -1.5018 -0.5912  0.24
H6 0.2768 2.0081 0.5902  0.24
H7 1.9317 2.4143 -0.1740  0.23


# 4
ORCA calculation (the ωB97M-V functional and the def2-TZVPD basis) on 2 unconnected molecules or ions with the total composition C11H18 in a non-equilibrium geometry.

Output
2S+1: 2
Frontier orbital gap (spin up / spin down): 9.6 / 5.6 eV
HOMO (spin up / spin down): -13.866 / -13.866 eV
Total charge: +1

Each line ends with the Mulliken spin population.
Cartesian coordinates (Å):
C1 0.7837 -0.8451 -1.2190  0.07
C2 0.9910 -1.6102 -2.5677  0.05
C3 -0.0449 0.3675 -1.4231  0.19
C4 -1.4154 0.2918 -1.7285  0.11
C5 0.5518 1.6359 -1.1572  0.13
C6 -2.0909 1.4832 -2.0177  0.06
C7 -0.1443 2.7950 -1.1953  0.04
C8 -1.4908 2.7087 -1.6471  0.31
H1 0.1684 -1.4539 -0.5330  0.02
H2 1.7216 -0.6514 -0.7070  0.00
H3 0.3985 -2.5008 -2.7814  0.00
H4 -1.9494 -0.6211 -1.9395  0.00
H5 1.6039 1.6294 -0.8696  0.00
H6 -3.1764 1.4451 -2.0321  0.01
H7 0.3321 3.7404 -0.9999  0.00
H8 -1.9922 3.6631 -1.7590  0.01
H9 2.0194 -2.0159 -2.6952  0.00
H10 0.7504 -0.8796 -3.3430  0.00
C9 0.6817 -1.2525 2.8069  0.00
C10 -0.7627 -1.6083 2.3422  0.00
C11 0.9576 0.2308 3.1768  0.00
H11 1.0174 -1.7400 3.7289  0.00
H12 1.3501 -1.5524 2.0044  0.00
H13 -1.1853 -2.3268 3.0594  0.00
H14 1.5251 0.2582 4.1104  0.00
H15 1.5328 0.7534 2.3984  0.00
H16 -0.6991 -2.0203 1.3507  0.00
H17 -1.5081 -0.7682 2.3151  0.00
H18 0.0740 0.8437 3.3220  0.00


# 5
ORCA calculation (the ωB97M-V functional and the def2-TZVPD basis) on C4H9N5O in the gas phase in a non-equilibrium geometry.

Output
2S+1: 3
Frontier orbital gap (spin up / spin down): 4.4 / 6.9 eV
HOMO (spin up / spin down): -3.670 / -7.922 eV
Total charge: 0

Each line ends with the Mulliken spin population.
Cartesian coordinates (Å):
C1 1.4907 -0.5099 0.1029  0.72
C2 1.5415 0.8156 -0.0766  0.63
C3 -0.7175 -0.1471 0.4300  0.03
C4 0.0159 -2.4990 0.5758  0.02
N1 -1.9311 -0.0713 0.5370  0.18
N2 0.1670 -1.0784 0.2518  0.12
N3 0.2722 1.3487 0.1655  0.14
N4 -2.7208 1.0152 0.2440  0.03
N5 -0.2050 2.2536 -0.7926  0.07
O1 2.5833 1.6059 -0.5105  0.09
H1 2.2104 -1.3376 0.0652  0.02
H2 -0.8677 -2.5511 1.2726  0.00
H3 -0.1208 -3.0914 -0.4274  0.01
H4 0.8592 -2.7629 1.0852  -0.01
H5 -2.1368 1.6989 -0.2408  -0.01
H6 -3.2210 1.3398 1.1297  0.01
H7 0.2076 3.0877 -0.4183  -0.02
H8 0.1729 1.9630 -1.6968  -0.02
H9 3.2712 1.1009 -0.7686  -0.01


# 6
ORCA calculation (the ωB97M-V functional and the def2-TZVPD basis) on 2 unconnected molecules or ions with the total composition C2H2N2O2 in a non-equilibrium geometry.

Output
Frontier orbital gap (spin up / spin down): 9.4 / 9.4 eV
HOMO (spin up / spin down): -8.822 / -8.821 eV
Total charge: 0

Each line ends with the natural charge from an NBO analysis.
Cartesian coordinates (Å):
C1 1.6468 0.0350 -0.2338  -0.08
C2 -1.6512 0.9655 -0.5844  1.01
N1 -0.0538 -0.9791 0.9303  -0.50
N2 0.9453 -0.4576 0.5773  0.01
O1 -2.0230 0.5668 0.4203  -0.50
O2 -1.3225 1.3670 -1.5919  -0.52
H1 2.6244 0.4254 -0.4085  0.22
H2 -0.1659 -1.9229 0.8907  0.35